The following is a quantum chemistry calculation of C19H28IrN4O2S2 as an isolated structure, from OMol25.

Atoms and positions in Å:
1 Ir -0.53537 0.85389 0.88929
2 C -3.41355 1.49039 -0.43153
3 C -3.48056 0.04085 0.01293
4 N -2.62916 -0.22446 1.18608
5 C -3.21956 0.10316 2.49832
6 C -3.34951 1.59517 2.80275
7 S -1.85651 2.60694 2.49869
8 C -2.38324 3.79269 1.22690
9 C -1.91099 3.43782 -0.18240
10 N -2.01612 1.98110 -0.45312
11 H -3.85824 1.58732 -1.42361
12 H -3.99188 2.13348 0.22390
13 H -4.52176 -0.22743 0.21559
14 H -3.11551 -0.60686 -0.78274
15 H -2.38673 -1.21088 1.17211
16 H -4.22108 -0.33345 2.57267
17 H -2.60711 -0.38077 3.25715
18 H -4.17643 2.04722 2.25950
19 H -3.58045 1.70660 3.86150
20 H -3.46417 3.90583 1.29497
21 H -1.95497 4.75249 1.51220
22 H -2.50307 4.00129 -0.90919
23 H -0.86488 3.71127 -0.31588
24 H -1.63625 1.82884 -1.38598
25 C 6.59287 -1.70100 0.61559
26 C 5.29914 -1.14847 0.10684
27 C 4.44910 -0.43426 0.95821
28 C 3.27096 0.11238 0.49363
29 C 2.93058 -0.06227 -0.84562
30 C 3.76290 -0.75598 -1.72034
31 C 4.93766 -1.29613 -1.23479
32 S 1.45512 0.59737 -1.46683
33 O 1.51279 0.77760 -2.87877
34 O 1.02015 1.72870 -0.63884
35 N 0.23079 -0.47467 -1.02092
36 C -0.18908 -1.51104 -1.73105
37 C 0.40920 -1.97893 -2.94058
38 C -0.08772 -3.11556 -3.53980
39 C -1.15947 -3.76724 -2.95218
40 C -1.70805 -3.23446 -1.75957
41 N -1.26163 -2.16382 -1.16519
42 H 6.50338 -2.03439 1.64826
43 H 7.35989 -0.92381 0.58485
44 H 6.93850 -2.53312 0.00564
45 H 4.72922 -0.29443 1.99422
46 H 2.64157 0.69728 1.15073
47 H 3.51227 -0.83988 -2.76901
48 H 5.59559 -1.82811 -1.90919
49 H 1.23338 -1.43738 -3.37905
50 H 0.35617 -3.48699 -4.45303
51 H -1.58694 -4.66283 -3.38035
52 H -2.55061 -3.73904 -1.29909
53 C 0.23874 0.30719 2.74986
54 H 0.99617 1.04386 3.03414
55 H 0.71632 -0.66407 2.57272
56 H -0.47185 0.23101 3.56940

- frontier orbital gap (alpha / beta) (eV) = 8.233 / 5.797
- total charge = +2
- multiplicity = 6
- max |F| (eV/A) = 0.848

Löwdin population analysis, charges in e, atoms 1 to 2: 1.387, -0.161


The following is a quantum chemistry calculation of C20H24IN4OY as an isolated structure in a non-equilibrium geometry, from OMol25.

Atoms and positions in Å:
1 C -0.34563 1.84465 -4.47670
2 I 3.06114 -1.16911 -2.38028
3 H -1.13736 1.11016 -4.71138
4 H 0.43251 1.21624 -4.95055
5 H -0.63526 2.73920 -5.10221
6 C -1.13265 2.99729 0.17578
7 C -2.19910 2.74100 -0.60280
8 N -1.73237 2.12863 -1.73017
9 C -0.37097 1.90455 -1.69256
10 N 0.00326 2.59244 -0.48909
11 H -1.15208 3.48498 1.13991
12 H -3.25150 2.98434 -0.50329
13 C 2.07820 -3.68645 -0.29757
14 C 0.34638 -2.26534 -0.18896
15 N 1.58420 -2.55112 0.30757
16 H 1.02835 -5.07424 -1.68320
17 N 0.11557 -3.18541 -1.17444
18 H 3.07246 -4.04510 -0.10028
19 Y 0.44429 -0.69997 -1.75729
20 C 0.20112 2.26688 -3.14293
21 O 1.21302 2.96197 -3.08135
22 C 1.11091 -4.15437 -1.11628
23 C -1.03554 -3.32577 -2.07145
24 H -1.98320 -3.07144 -1.59458
25 H -1.03098 -4.37526 -2.39822
26 H -0.88218 -2.74604 -2.99296
27 C 2.44895 -1.49233 0.79196
28 H 3.19901 -1.87078 1.48068
29 H 1.87167 -0.65045 1.16306
30 H 3.02177 -1.14549 -0.09173
31 C 1.16449 2.36958 0.35725
32 H 1.13061 3.09528 1.19307
33 H 2.06814 2.48723 -0.23519
34 H 1.11666 1.37105 0.82172
35 C -2.56800 1.53222 -2.71041
36 H -1.94150 1.11976 -3.48882
37 H -3.22724 2.27805 -3.15379
38 H -3.11365 0.65933 -2.34194
39 C -0.41239 -1.09667 0.43905
40 C -0.42200 -0.50191 1.56966
41 C -0.33501 -0.18673 2.95858
42 C -1.28302 0.59644 3.67159
43 C -1.16426 0.83721 5.03893
44 C -0.10330 0.32135 5.78666
45 C 0.84738 -0.44783 5.11225
46 C 0.75173 -0.68389 3.74483
47 H -2.12647 1.01733 3.13318
48 H -1.90804 1.42880 5.56164
49 H -0.02249 0.48826 6.86266
50 H 1.67123 -0.87503 5.68082
51 H 1.53311 -1.27349 3.26956

- frontier orbital gap (alpha / beta) (eV) = 2.544 / 3.457
- total charge = -2
- max |F| (eV/A) = 5.862

Löwdin population analysis, charges in e, atoms 1 to 2: -0.115, 0.204


The following is a quantum chemistry calculation of a 11-piece molecular cluster, C38H74N2O29 overall in a non-equilibrium geometry, from OMol25.

Atoms and positions in Å:
1 C 15.89655 15.30228 12.79248
2 N 16.48086 16.58047 13.41088
3 O 17.62659 16.91142 13.11773
4 O 15.84389 17.15655 14.27268
5 H 16.61767 14.48925 12.88926
6 H 15.68443 15.45010 11.75574
7 H 14.99231 15.13774 13.36808
8 C 14.98020 20.66893 13.59263
9 N 15.91503 20.66455 12.44468
10 O 16.69702 21.62056 12.46480
11 O 15.90688 19.72159 11.71257
12 H 15.32912 21.49212 14.18087
13 H 15.16742 19.73058 14.08454
14 H 13.96381 20.76164 13.18438
15 C 16.57764 18.89414 7.63371
16 C 17.38060 20.11943 7.82860
17 O 18.80723 19.77588 7.75915
18 C 19.49948 19.47564 8.83868
19 O 20.66821 19.23361 8.62175
20 O 18.83325 19.42923 9.98143
21 C 19.59781 18.93862 11.11571
22 H 15.48767 19.18693 7.49819
23 H 16.50351 18.21586 8.50440
24 H 16.89228 18.28137 6.74452
25 H 17.13976 20.60855 8.82756
26 H 17.29921 20.83637 7.04430
27 H 19.58054 17.82705 11.10283
28 H 19.07691 19.29848 11.98549
29 H 20.58778 19.28182 11.09845
30 C 10.33428 11.22521 17.50662
31 C 11.70388 11.29836 16.98565
32 O 11.71987 11.63745 15.57261
33 C 12.93885 11.49545 15.00972
34 O 13.91323 11.02587 15.50060
35 O 12.89200 11.94509 13.72684
36 C 14.14553 12.11255 13.06706
37 H 9.80736 12.22685 17.50336
38 H 10.46805 10.99980 18.59543
39 H 9.71043 10.48637 17.07818
40 H 12.16851 10.33214 17.03639
41 H 12.31022 12.05062 17.50081
42 H 14.02772 12.88246 12.30928
43 H 14.43608 11.16657 12.64147
44 H 14.88220 12.47058 13.75878
45 C 15.42037 18.04833 17.51636
46 C 15.01789 19.50191 17.36617
47 O 13.77341 19.37414 16.58857
48 C 13.13486 20.39919 16.12977
49 O 13.34609 21.57035 16.37870
50 O 12.18945 19.95107 15.26957
51 C 11.19183 20.85252 14.66609
52 H 16.45526 18.03216 17.93733
53 H 15.56749 17.54855 16.56271
54 H 14.90562 17.38217 18.16571
55 H 15.77932 19.98381 16.69799
56 H 14.78971 20.00334 18.32242
57 H 10.28886 20.25479 14.49259
58 H 11.58753 21.24473 13.72692
59 H 10.99397 21.63339 15.35786
60 C 15.83883 24.86444 14.74237
61 C 17.22146 24.15412 14.91322
62 O 17.01208 22.76120 15.18403
63 C 18.12355 22.07795 15.34813
64 O 19.22402 22.47066 15.54394
65 O 17.72068 20.77577 15.27593
66 C 18.76921 19.77230 15.57005
67 H 15.21489 24.34638 13.99134
68 H 15.88330 25.89750 14.44575
69 H 15.22178 24.93802 15.62384
70 H 17.81717 24.66269 15.67869
71 H 17.79359 24.18538 14.00769
72 H 18.58641 18.97767 14.87374
73 H 18.74611 19.40034 16.61210
74 H 19.70653 20.20949 15.40468
75 C 19.43451 13.82274 13.25428
76 C 19.36543 13.29639 11.86074
77 O 19.23349 11.86030 11.93789
78 C 17.96401 11.46645 12.22663
79 O 16.95849 12.12659 12.17778
80 O 18.11785 10.20684 12.61686
81 C 16.91622 9.42241 12.91229
82 H 20.30457 13.39434 13.76885
83 H 18.56618 13.54840 13.86427
84 H 19.51677 14.90212 13.33794
85 H 20.19797 13.47125 11.20340
86 H 18.47896 13.77644 11.42603
87 H 16.08876 10.12956 13.21149
88 H 17.14914 8.68446 13.70889
89 H 16.53703 8.87421 12.01807
90 C 23.29309 16.59493 13.40633
91 C 24.35225 16.19168 12.38518
92 O 23.86557 15.25773 11.42495
93 C 24.87533 14.70138 10.76927
94 O 26.02386 14.63875 11.02298
95 O 24.46746 13.96100 9.72785
96 C 23.10695 13.88154 9.28093
97 H 23.62614 17.36309 14.12297
98 H 22.95542 15.63795 13.90330
99 H 22.45912 17.10818 12.93871
100 H 25.09389 15.64018 12.94921
101 H 24.76256 17.01566 11.81470
102 H 22.90873 14.69555 8.54043
103 H 22.36026 13.90999 10.03796
104 H 23.16335 12.94685 8.69426
105 C 22.13004 20.46613 18.47524
106 C 22.36864 19.09913 17.94059
107 O 21.09821 18.58276 17.49114
108 C 20.97934 17.25342 17.44968
109 O 21.94813 16.50766 17.49322
110 O 19.72058 16.93408 17.13839
111 C 19.50433 15.53709 16.93918
112 H 23.12385 20.85536 18.61534
113 H 21.56117 20.57406 19.41251
114 H 21.60032 21.07784 17.76277
115 H 22.86518 18.37598 18.68579
116 H 23.09493 19.12410 17.08800
117 H 20.23234 15.11738 16.26085
118 H 18.49955 15.36757 16.46818
119 H 19.50353 15.03438 17.95036
120 O 13.73376 14.20526 15.35375
121 C 12.78952 14.88297 15.64986
122 C 12.55922 16.28233 15.15718
123 C 11.11509 16.62480 15.59612
124 C 10.77922 15.47317 16.59941
125 O 11.80510 14.50672 16.54449
126 H 13.28337 16.92351 15.62040
127 H 12.76590 16.25782 14.05742
128 H 10.93711 17.57959 16.00944
129 H 10.44575 16.57132 14.77186
130 H 10.78126 15.94178 17.58141
131 H 9.80181 15.02820 16.44487
132 O 16.34672 14.37678 15.70278
133 C 16.34275 13.23311 16.10223
134 C 15.77500 12.68580 17.35757
135 C 16.60026 11.37372 17.65279
136 C 17.12597 11.03175 16.24210
137 O 17.05970 12.21109 15.45294
138 H 15.79841 13.40312 18.17151
139 H 14.70028 12.56205 17.09614
140 H 17.46446 11.58138 18.26388
141 H 15.93840 10.57186 18.08634
142 H 18.16522 10.76920 16.30051
143 H 16.59113 10.20955 15.78093

- SMILES = C[N+](=O)[O-].C[N+](=O)[O-].CCOC(=O)OC.CCOC(=O)OC.CCOC(=O)OC.CCOC(=O)OC.CCOC(=O)OC.CCOC(=O)OC.CCOC(=O)OC.O=C1CCCO1.O=C1CCCO1
- frontier orbital gap (eV) = 10.340
- max |F| (eV/A) = 3.099

Löwdin population analysis, charges in e, atoms 1 to 2: 0.072, -0.375


The following is a quantum chemistry calculation of C10H8AsBrF22NaO2 as an isolated structure in a non-equilibrium geometry, from OMol25.

Atoms and positions in Å:
1 Na -13.62350 28.62061 2.35421
2 As -17.08602 26.84920 3.75560
3 F -18.49004 26.06692 4.56540
4 F -18.06077 28.25065 3.24267
5 F -15.63108 27.50422 2.89960
6 F -16.04789 25.34515 4.09022
7 F -17.59915 26.09413 2.14678
8 F -16.41015 27.46988 5.24429
9 Br -12.17534 27.28767 4.51429
10 C -12.45914 22.93559 -0.57063
11 C -11.52832 21.86528 -1.23184
12 C -10.35784 21.59143 -0.23853
13 F -10.70120 21.56500 1.06316
14 F -9.58449 20.51764 -0.69075
15 F -12.19765 20.82552 -1.56790
16 F -11.02584 22.34400 -2.37354
17 O -11.96388 24.16065 0.01093
18 C -11.39007 25.14943 -0.79413
19 C -11.48140 26.64327 -0.28820
20 F -11.00466 27.49894 -1.22463
21 F -12.64164 27.00488 0.20906
22 F -10.16977 24.79670 -0.89095
23 F -11.90890 25.16636 -2.01655
24 H -12.96590 22.43555 0.25475
25 H -13.30995 23.12732 -1.22444
26 H -9.62641 22.39890 -0.27162
27 H -10.92811 26.72445 0.64742
28 C -16.47519 30.97954 2.48542
29 C -16.21494 31.05840 3.98981
30 C -17.45442 31.23003 4.83885
31 F -17.05787 31.64256 6.05118
32 F -18.41521 31.95992 4.31996
33 F -15.64537 29.83610 4.38564
34 F -15.34276 32.03301 4.22391
35 O -15.27987 30.55181 1.75155
36 C -14.91520 31.42124 0.68527
37 C -13.55068 30.99491 0.02790
38 F -12.58986 30.74256 0.93140
39 F -13.76024 29.86861 -0.66420
40 F -15.87803 31.53706 -0.23783
41 F -14.70677 32.64305 1.25597
42 H -16.73279 32.03420 2.38830
43 H -17.29688 30.35429 2.13615
44 H -18.01583 30.30720 4.98485
45 H -13.21770 31.76904 -0.66345

- frontier orbital gap (alpha / beta) (eV) = 11.179 / 6.842
- multiplicity = 2
- max |F| (eV/A) = 4.135

Löwdin population analysis, charges in e, atoms 1 to 2: 0.377, 0.952